This record from the Open Molecules 2025 dataset describes a molecular structure, C37H68F24N8O17S8. The level of theory is ωB97M-V with the def2-TZVPD basis set.

Output
* strongest force on any atom: 5.76 eV/A
* electronic energy: -238080.44886 eV

Last column: Mulliken charge in e.
Element x y z (Å)
C -9.0829 4.8042 0.4541  -0.954
N -7.7089 4.2429 0.8092  -0.134
C -7.7828 3.5451 2.1292  -0.871
C -7.5137 3.1231 -0.2118  -0.886
C -6.7154 5.4414 0.6960  -0.564
C -6.6456 6.2257 -0.6402  -0.658
O -6.4178 5.4008 -1.6834  -0.467
H -9.2781 5.5714 1.2034  0.390
H -9.8620 4.0880 0.7150  0.370
H -8.9686 5.0497 -0.6017  0.428
H -8.4293 2.6697 2.1928  0.347
H -8.1367 4.3512 2.7718  0.415
H -6.7824 3.1874 2.3726  0.404
H -7.8514 3.4157 -1.2059  0.390
H -8.1191 2.2429 0.0049  0.366
H -6.4444 2.9940 -0.3794  0.397
H -5.7037 5.0823 0.8847  0.373
H -6.9347 6.1257 1.5157  0.456
H -5.9148 7.0340 -0.6133  0.466
H -7.5242 6.8450 -0.8209  0.410
H -6.4952 6.0146 -2.4175  0.323
C 6.8179 -7.2275 -1.3381  -1.569
C 6.0121 -8.3593 -1.0459  -0.319
C 4.8624 -8.1404 -0.0092  -0.841
N 4.4272 -9.4732 0.6669  0.107
C 4.0654 -10.5187 -0.4215  -1.003
C 3.2218 -9.1355 1.5966  -0.512
C 3.8295 -8.6308 2.8734  -0.742
C 5.1895 -9.2647 3.0274  -0.481
C 5.3865 -10.0764 1.7095  -0.522
H 7.2934 -6.8512 -0.4322  0.382
H 6.2765 -6.3875 -1.7733  0.340
H 7.7420 -7.4521 -1.8707  0.381
H 6.6716 -9.2067 -0.8585  0.393
H 5.4565 -8.6737 -1.9293  0.381
H 3.9837 -7.7720 -0.5386  0.447
H 5.0064 -7.4560 0.8268  0.524
H 4.8594 -10.7541 -1.1303  0.335
H 3.1015 -10.2434 -0.8496  0.373
H 3.8279 -11.3992 0.1755  0.481
H 2.7972 -10.0775 1.9437  0.369
H 2.5357 -8.4940 1.0436  0.375
H 3.1111 -8.8927 3.6502  0.391
H 3.7937 -7.5498 3.0088  0.351
H 5.2512 -9.8225 3.9618  0.345
H 5.9415 -8.4821 3.1284  0.315
H 5.1567 -11.1383 1.7969  0.443
H 6.4292 -9.9469 1.4195  0.256
C 2.8578 7.5303 -0.2095  -1.438
C 3.9393 8.2273 0.6772  -0.251
C 4.1282 7.6312 2.0873  -0.760
N 5.0931 8.4993 2.9319  0.167
C 4.7801 9.9904 2.8074  -0.965
C 4.9071 7.9045 4.3687  -0.583
C 6.2463 8.2156 4.9122  -0.803
C 7.3457 8.1219 3.8120  -0.519
C 6.5514 8.1896 2.5470  -0.637
H 3.2865 6.5655 -0.4807  0.359
H 2.6519 8.0354 -1.1532  0.386
H 1.8701 7.4664 0.2471  0.360
H 3.4745 9.2132 0.6729  0.303
H 4.8776 8.1821 0.1244  0.294
H 4.3420 6.5653 2.1665  0.479
H 3.1761 7.8081 2.5878  0.428
H 5.0764 10.3574 1.8247  0.396
H 5.4199 10.5362 3.5008  0.393
H 3.7509 10.2483 3.0568  0.330
H 4.0335 8.3469 4.8476  0.417
H 4.6505 6.8458 4.3326  0.425
H 6.2656 9.2386 5.2880  0.306
H 6.4184 7.6388 5.8209  0.502
H 8.0367 8.9610 3.8940  0.294
H 7.7496 7.1282 4.0058  0.335
H 6.7870 8.9546 1.8073  0.418
H 6.5787 7.2506 1.9941  0.363
C 0.2232 -1.3865 -9.4121  -1.449
C -0.1015 0.0426 -9.3523  0.102
C -1.4668 0.2045 -8.8841  -0.825
N -1.9613 1.7232 -8.9368  0.106
C -1.3052 2.6708 -7.9702  -1.054
C -3.4810 1.7657 -8.6490  -0.756
C -4.2049 1.4532 -9.9489  -0.581
C -3.3283 1.7737 -11.0802  -0.562
C -2.0639 2.3237 -10.3810  -0.713
H 1.2879 -1.4942 -9.6190  0.388
H -0.3645 -1.9448 -10.1408  0.356
H -0.0307 -1.8319 -8.4501  0.372
H -0.1499 0.4744 -10.3520  0.156
H 0.6769 0.5986 -8.8298  0.329
H -1.6120 -0.0697 -7.8392  0.504
H -2.1718 -0.3565 -9.4977  0.281
H -1.3763 2.2964 -6.9491  0.361
H -1.7641 3.6521 -8.0917  0.476
H -0.3222 2.9727 -8.3318  0.390
H -3.7219 2.7816 -8.3360  0.383
H -3.7004 1.1171 -7.8010  0.441
H -5.1653 1.9676 -9.9160  0.421
H -4.4864 0.4049 -9.8498  0.318
H -3.8228 2.5274 -11.6930  0.326
H -3.0611 0.9303 -11.7168  0.316
H -2.1459 3.3925 -10.1834  0.408
H -1.0804 2.1324 -10.8101  0.506
C -2.5008 -15.0240 3.0049  0.650
F -1.6997 -15.6678 2.1286  -0.239
F -3.1094 -15.9521 3.7150  -0.243
F -1.8793 -14.2343 3.8604  -0.214
S -3.8536 -14.0560 1.8875  0.995
O -5.1414 -14.6882 2.0750  -0.604
O -3.7088 -12.7558 2.4759  -0.610
N -3.2466 -14.2625 0.2663  -0.413
S -4.4259 -13.7325 -0.5379  1.051
O -5.2719 -14.8317 -1.0558  -0.662
O -5.2048 -12.6690 0.1238  -0.650
C -3.5225 -12.8957 -1.9782  0.633
F -2.9830 -11.7765 -1.5413  -0.232
F -2.5299 -13.6758 -2.4495  -0.250
F -4.3654 -12.6676 -2.9531  -0.212
C -2.3577 -1.5762 0.8355  0.668
F -3.6133 -2.0265 0.8413  -0.206
F -2.3279 -0.2640 0.9746  -0.223
F -1.6906 -2.1434 1.9442  -0.254
S -1.4875 -1.9208 -0.8725  0.960
O -0.7668 -0.6875 -1.1862  -0.669
O -0.6658 -3.0977 -0.6399  -0.540
N -2.8698 -2.0864 -1.9475  -0.438
S -3.0029 -3.6406 -2.0227  1.023
O -2.0021 -4.2421 -2.9391  -0.641
O -3.2154 -4.3477 -0.7506  -0.579
C -4.6241 -3.6937 -3.1385  0.583
F -5.1466 -4.9212 -3.0209  -0.215
F -5.6067 -2.7842 -2.8546  -0.242
F -4.3329 -3.4776 -4.4307  -0.227
C -4.2564 7.8162 7.0229  0.603
F -4.1053 7.3560 5.7626  -0.242
F -5.5081 7.6397 7.4101  -0.206
F -3.3466 7.2964 7.8209  -0.183
S -3.9614 9.7641 6.8183  0.959
O -4.1893 10.2568 8.1994  -0.638
O -2.5899 9.9337 6.3888  -0.588
N -5.2153 10.2477 5.6874  -0.416
S -4.6319 11.4168 4.8821  1.019
O -4.0794 12.5294 5.6366  -0.631
O -3.7614 10.8329 3.8877  -0.653
C -6.2700 11.9675 3.9763  0.646
F -5.8058 12.8707 3.1368  -0.228
F -6.7022 10.9873 3.2983  -0.223
F -7.2609 12.4147 4.7311  -0.220
C 5.7114 -1.8997 7.4615  0.666
F 6.3338 -2.8678 6.7831  -0.222
F 4.3593 -2.0627 7.3343  -0.224
F 6.1019 -1.9003 8.6928  -0.192
S 6.2412 -0.2154 6.5951  0.961
O 5.2442 0.0638 5.6269  -0.542
O 6.2866 0.8161 7.6495  -0.660
N 7.9172 -0.4854 6.0776  -0.443
S 7.8974 -0.3672 4.5587  1.091
O 7.0383 -1.4167 3.9166  -0.680
O 7.6325 0.9454 4.0688  -0.642
C 9.6017 -0.8754 3.9772  0.551
F 9.6568 -2.2185 3.8440  -0.215
F 9.9153 -0.2345 2.8062  -0.214
F 10.5692 -0.6169 4.8778  -0.237